14
Properties=species:S:1:pos:R:3:forces:R:3 method="wB97M-V/def2-TZVPD" molar_mass_g_mol=104.174 relative_energy_kcal_mol=29.5 smiles="OCCCC=S" e_tot_ev=-17159.17253 total_charge=0
H 0.7204 2.0110 -0.0632 -0.0287 0.2958 0.2768
H -0.2233 0.5473 1.7363 0.0612 -0.0283 0.1506
S 2.3109 -1.0829 0.1320 0.4105 -0.6839 0.1460
H -1.9004 -1.2942 1.1531 1.0211 0.5669 -0.7222
C 0.4533 0.9795 -0.2729 -0.0882 -0.4543 -1.1198
H -0.2564 -1.7670 0.5707 -0.3555 0.9120 0.4165
O -1.5544 -1.1446 -0.8695 1.7460 0.1482 -0.5864
H -0.6871 -1.1719 -1.3517 -1.5394 -0.1001 -0.1141
C -1.0502 -0.9947 0.4587 -1.1483 -0.5170 0.8742
C 1.7935 0.2839 -0.4904 -1.3742 1.0597 0.5740
H -0.0553 1.0794 -1.2741 0.5597 -0.2116 0.5924
H 2.4489 0.9330 -1.0478 0.4207 -0.0175 -0.4810
C -0.5987 0.4651 0.7179 1.3149 -1.2102 -0.1277
H -1.4012 1.1563 0.6009 -0.9998 0.2402 0.1207

14
Properties=species:S:1:pos:R:3:forces:R:3 method="wB97M-V/def2-TZVPD" molar_mass_g_mol=104.174 relative_energy_kcal_mol=24.5 smiles="C[C@@H](O)CC=S" e_tot_ev=-17159.38608 total_charge=0
H 1.2290 1.5308 -0.1927 -1.0867 0.2773 -0.5281
C -0.2558 0.8177 -1.6175 0.3726 -0.2657 -0.2727
S 0.2428 1.5930 -2.9480 -0.3100 -0.2894 0.5508
H 1.5049 -1.7295 0.3995 0.2021 0.0776 -0.4110
C 0.4342 -0.1550 0.6519 -0.6476 0.7817 -0.8989
O 1.3488 -0.9346 -0.1325 -0.0950 -0.2061 1.0598
H -1.2437 -1.2754 -0.0170 -0.2302 -0.2527 0.2406
C -0.8369 -0.9482 0.9366 1.0728 0.6222 0.5100
H -0.9596 -0.0243 -1.6919 0.0919 0.3687 -0.2047
H 0.9001 0.2811 1.5580 -0.1109 -0.7711 -0.0725
H -0.5144 1.8032 0.2094 0.0782 -0.0962 0.3373
H -0.5375 -1.7769 1.5883 -0.5365 -0.1238 -0.1836
C 0.1976 1.0903 -0.2148 1.4485 0.2396 -0.0810
H -1.5095 -0.2723 1.4706 -0.2492 -0.3622 -0.0461